# 1
{
  "formula": "CH2BN",
  "method": "ωB97M-V/def2-TZVPD",
  "symbols": ["B", "C", "N", "H", "H"],
  "xyz": [[0.16564, 0.39904, -0.35628], [-0.44141, -0.70320, 0.48754], [-0.78295, -1.57610, 1.14950], [-0.33106, 1.45802, -0.85155], [1.38978, 0.42223, -0.42922]],
  "smiles": "BC#N",
  "lumo_energy_ev": -1.33,
  "homo_energy_ev": -11.84
}

***

# 2
{
  "formula": "CH2Br3PS",
  "method": "ωB97M-V/def2-TZVPD",
  "symbols": ["C", "P", "S", "Br", "Br", "Br", "H", "H"],
  "xyz": [[-0.90966, -0.08797, 0.29600], [0.62591, 0.69394, 0.03126], [0.54590, 2.58060, 0.55391], [-0.90267, -2.42288, -1.27533], [1.88078, -0.60817, 1.27486], [1.58388, 0.27581, -2.03712], [-1.09501, -0.80643, 1.25034], [-1.72912, 0.37510, -0.09390]],
  "lumo_energy_ev": [-3.26, -3.26],
  "homo_energy_ev": [-9.84, -9.84]
}

***

# 3
{
  "formula": "CH2BrIO2S",
  "method": "ωB97M-V/def2-TZVPD",
  "symbols": ["C", "O", "O", "S", "Br", "I", "H", "H"],
  "xyz": [[0.02091, -0.76533, 0.32900], [-1.04083, 1.74121, 0.80882], [1.30235, 1.82091, 0.01018], [0.04382, 1.19364, 0.03629], [-0.79835, -0.72600, -3.33242], [0.97426, -0.92495, 2.24454], [-0.98366, -1.04760, 0.47174], [0.48150, -1.29187, -0.56814]],
  "lumo_energy_ev": [-4.51, -4.52],
  "homo_energy_ev": [-8.93, -8.91]
}

***

# 4
{
  "formula": "CH2BrIO2S",
  "method": "ωB97M-V/def2-TZVPD",
  "symbols": ["C", "O", "O", "S", "Br", "I", "H", "H"],
  "xyz": [[0.39412, -0.81447, 0.27031], [0.39009, 1.67421, -0.79224], [-1.60529, 0.34459, -1.01824], [-0.46632, 0.66697, -0.27793], [-1.19666, 1.45348, 1.65336], [1.70863, -1.31648, -1.32892], [0.93356, -0.24901, 1.04422], [-0.15812, -1.75927, 0.44943]],
  "lumo_energy_ev": -0.63,
  "homo_energy_ev": -10.36
}

***

# 5
{
  "formula": "CH2BrNO3",
  "method": "ωB97M-V/def2-TZVPD",
  "symbols": ["O", "C", "Br", "H", "O", "N", "O", "H"],
  "xyz": [[-1.07953, 1.05051, 1.14292], [-1.61218, 1.03432, 0.09771], [-3.12133, -0.00194, -0.26221], [-1.36953, 1.80684, -0.70821], [1.88070, -2.52084, 0.01413], [1.91738, -1.41988, 0.44651], [1.55384, -0.44484, -0.46965], [1.83066, 0.49582, -0.26120]],
  "smiles": "O=CBr.O=NO",
  "lumo_energy_ev": 0.20,
  "homo_energy_ev": -10.54
}

***

# 6
{
  "formula": "CH2BrO2S",
  "method": "ωB97M-V/def2-TZVPD",
  "symbols": ["C", "O", "O", "S", "Br", "H", "H"],
  "xyz": [[-0.46514, 0.15700, 0.08863], [1.55353, -1.54548, -0.36949], [2.03157, 0.59135, 0.77345], [1.11034, -0.53749, 0.59418], [-1.75446, -1.20591, 0.14365], [-0.75351, 0.95077, 0.77476], [-1.72232, 1.58976, -2.00517]],
  "total_charge": -1,
  "lumo_energy_ev": [3.33, 2.81],
  "homo_energy_ev": [-3.82, -3.32]
}

***

# 7
{
  "formula": "CH2Cl2FP",
  "method": "ωB97M-V/def2-TZVPD",
  "symbols": ["C", "F", "P", "Cl", "Cl", "H", "H"],
  "xyz": [[1.21591, 1.42460, -0.23019], [2.04161, 0.41889, -0.76834], [-1.50392, -2.17567, -0.35728], [-2.22958, -2.94929, 1.33285], [-1.26452, -0.21001, 0.26132], [0.81155, 1.23119, 0.77542], [0.92894, 2.26028, -1.01378]],
  "lumo_energy_ev": [-1.44, 0.28],
  "homo_energy_ev": [-8.51, -8.54]
}

***

# 8
{
  "formula": "CH2Cl2FP",
  "method": "ωB97M-V/def2-TZVPD",
  "symbols": ["C", "F", "P", "Cl", "Cl", "H", "H"],
  "xyz": [[-1.32032, 0.15406, -0.11649], [-0.72679, -0.29667, -1.25801], [2.39572, 0.63491, 0.26975], [0.62171, 0.38995, 1.21105], [2.64872, -1.33549, -0.19395], [-1.77487, 0.99061, -0.47063], [-1.84417, -0.53738, 0.55827]],
  "lumo_energy_ev": [0.21, -1.20],
  "homo_energy_ev": [-8.25, -7.90]
}

***

# 9
{
  "formula": "CH2Cl2FPS",
  "method": "ωB97M-V/def2-TZVPD",
  "symbols": ["C", "F", "P", "S", "Cl", "Cl", "H", "H"],
  "xyz": [[-1.38175, -0.14532, -0.29610], [-1.91111, -1.33534, 0.21716], [1.05399, 0.11311, 0.30408], [2.08413, -0.76745, 1.65855], [1.21294, 2.05456, 0.55446], [1.83963, -0.21146, -1.50546], [-1.35202, -0.26304, -1.35142], [-1.54582, 0.55494, 0.41874]],
  "lumo_energy_ev": -1.10,
  "homo_energy_ev": -9.10
}

***

# 10
{
  "formula": "CH2Cl2O2",
  "method": "ωB97M-V/def2-TZVPD",
  "symbols": ["O", "C", "O", "Cl", "H", "Cl", "H"],
  "xyz": [[1.06337, 0.47620, 0.91388], [-0.07876, 0.60900, 0.62939], [-0.57700, 0.87835, -0.54478], [-1.33081, 0.52162, 1.87140], [0.23904, 0.87199, -1.21803], [0.96048, -1.76998, -0.63548], [-0.27632, -1.58719, -1.01639]],
  "smiles": "O=C(O)Cl.Cl",
  "lumo_energy_ev": 0.24,
  "homo_energy_ev": -11.05
}

***

# 11
{
  "formula": "CH2Cl2O2P2",
  "method": "ωB97M-V/def2-TZVPD",
  "symbols": ["O", "P", "C", "P", "O", "Cl", "Cl", "H", "H"],
  "xyz": [[2.48672, 0.92677, -0.85461], [1.41907, 1.44859, -0.01264], [-0.09412, 0.49020, -0.67370], [-0.60450, -0.53363, 0.72703], [0.33279, -0.46620, 1.85656], [-0.61027, -2.41990, 0.04854], [-2.34770, -0.08235, 1.40967], [0.26616, -0.33722, -1.27499], [-0.84815, 0.97374, -1.22586]],
  "smiles": "O=PCP(=O)(Cl)Cl",
  "lumo_energy_ev": -0.83,
  "homo_energy_ev": -10.03
}

***

# 12
{
  "formula": "CH2Cl2S2",
  "method": "ωB97M-V/def2-TZVPD",
  "symbols": ["S", "C", "S", "Cl", "H", "Cl", "H"],
  "xyz": [[1.62879, -0.55553, 0.44402], [0.63654, 0.58823, -0.03854], [-0.89664, 0.99432, 0.65612], [1.20407, 1.79157, -1.27259], [-0.95211, 1.96318, -0.21474], [-1.32556, -2.16406, -0.07630], [-0.29509, -2.61770, 0.50204]],
  "smiles": "S=C(S)Cl.Cl",
  "lumo_energy_ev": -0.69,
  "homo_energy_ev": -9.43
}

***

Computed E (eV) in order:
-3234.3377, -231319.8563, -94138.4611, -94141.5060, -78740.9856, -86038.7509, -38118.2524, -38117.9274, -48955.1500, -30209.2427, -48788.6216, -47784.0510
Computed strongest force on any atom (eV/Å) in order:
2.61, 5.53, 2.89, 2.47, 2.39, 1.25, 2.92, 3.25, 5.38, 3.38, 2.18, 1.35